(1)
Molecular formula: C27H45CaN10O2S2
Method: DFT, ωB97M-V with the def2-TZVPD basis set

Geometry as XYZ:
```
87
Properties=species:S:1:pos:R:3
Ca 0.348 0.270 -0.421
N 0.418 -0.293 3.960
C 1.622 0.336 3.408
C 1.517 0.276 1.890
O 1.539 1.336 1.213
O 1.333 -0.846 1.358
H 0.433 -0.236 4.969
H 0.429 -1.275 3.715
H 2.551 -0.169 3.701
H 1.677 1.374 3.723
C -3.455 -3.980 0.761
N -2.157 -3.395 0.481
C -1.130 -4.309 0.032
C -1.991 -2.043 0.366
N -1.286 -1.440 -0.556
C -1.098 -2.069 -1.815
C -2.181 -2.692 -2.443
C -2.072 -3.264 -3.697
C -0.866 -3.186 -4.379
C 0.206 -2.543 -3.788
C 0.129 -1.999 -2.502
N 1.234 -1.291 -1.973
C 2.448 -1.746 -2.101
N 2.799 -3.049 -2.288
C 3.951 -3.444 -3.081
C 1.994 -4.132 -1.765
N 3.491 -0.852 -2.028
C 4.645 -1.143 -1.186
C 3.211 0.563 -2.140
N -2.577 -1.299 1.340
C -2.749 -1.802 2.698
C -2.660 0.140 1.220
H -3.786 -4.575 -0.097
H -4.187 -3.195 0.935
H -3.420 -4.629 1.639
H -1.117 -5.169 0.704
H -0.167 -3.809 0.099
H -1.288 -4.662 -0.993
H -3.135 -2.706 -1.929
H -2.931 -3.743 -4.148
H -0.767 -3.599 -5.374
H 1.141 -2.443 -4.328
H 4.408 -2.571 -3.537
H 3.626 -4.123 -3.876
H 4.698 -3.964 -2.475
H 1.456 -3.781 -0.889
H 2.663 -4.938 -1.459
H 1.279 -4.522 -2.495
H 4.732 -2.210 -1.006
H 4.539 -0.640 -0.218
H 5.561 -0.791 -1.664
H 2.410 0.733 -2.856
H 4.116 1.071 -2.474
H 2.942 1.006 -1.167
H -2.287 -2.780 2.793
H -3.806 -1.879 2.964
H -2.256 -1.119 3.391
H -2.768 0.427 0.177
H -1.780 0.633 1.650
H -3.528 0.493 1.776
C -1.689 6.376 0.149
N -2.072 5.409 -0.852
C -2.989 5.765 -1.933
C -3.139 4.445 -2.699
N -2.623 3.475 -1.738
C -1.920 4.084 -0.760
S -0.967 3.274 0.379
H -1.039 7.137 -0.287
H -1.164 5.863 0.949
H -2.576 6.868 0.555
H -2.561 6.559 -2.545
H -3.937 6.121 -1.520
H -2.542 4.437 -3.615
H -4.174 4.230 -2.954
H -2.315 2.561 -2.026
S -0.435 1.488 -3.124
C 0.333 2.976 -3.382
N 0.745 3.733 -2.329
C 1.371 4.927 -2.437
C 1.645 5.450 -3.664
C 1.244 4.713 -4.794
C 0.604 3.511 -4.663
H 0.477 3.423 -1.394
H 1.620 5.395 -1.495
H 2.154 6.398 -3.750
H 1.445 5.099 -5.786
H 0.296 2.938 -5.525
```

* net charge: +1
* gap between HOMO and LUMO: 7.58 eV
* HOMO: -9.96 eV
* LUMO: -2.38 eV

---

(2)
Molecular formula: C27H45InNO2P2
Method: DFT, ωB97M-V with the def2-TZVPD basis set

Geometry as XYZ:
```
78
Properties=species:S:1:pos:R:3
In -0.174 -2.033 1.182
C 1.054 2.183 0.906
C -0.352 2.426 0.905
C 0.092 0.728 2.399
C 1.328 1.141 1.831
C -0.948 1.527 1.821
C 2.062 2.930 0.124
H 1.633 3.243 -0.839
H 2.947 2.304 -0.061
H 2.397 3.844 0.645
C 2.657 0.669 2.287
H 3.428 0.874 1.532
H 2.662 -0.403 2.544
H 2.928 1.223 3.205
C -0.053 -0.156 3.589
H 0.075 0.466 4.490
H 0.719 -0.945 3.640
H -1.049 -0.625 3.626
C -2.387 1.430 2.153
H -2.664 2.102 2.989
H -2.655 0.401 2.449
H -2.999 1.721 1.284
C -1.080 3.408 0.075
H -1.414 4.297 0.628
H -1.970 2.932 -0.354
H -0.439 3.749 -0.743
C 0.743 -0.818 -2.702
C 0.706 0.515 -2.651
C -0.433 1.393 -3.093
C -1.860 0.821 -3.069
C -2.324 0.233 -1.771
C -2.204 -1.062 -1.443
C -1.552 -2.131 -2.267
C -0.333 -1.743 -3.194
H -0.236 1.707 -4.133
H -1.976 0.077 -3.876
H -0.387 2.316 -2.488
H -0.757 -1.438 -4.169
H 1.611 -1.324 -2.258
H 1.565 1.041 -2.209
H 0.180 -2.704 -3.373
H -1.213 -2.944 -1.599
H -2.577 -1.381 -0.460
H -2.287 -2.627 -2.940
H -2.556 1.644 -3.323
H -2.716 0.932 -1.021
P -2.796 -1.590 -5.582
C -1.610 -2.637 -6.543
C -3.326 -0.509 -7.008
P -5.445 -2.442 -4.327
C -4.240 -2.787 -5.703
C -6.774 -1.653 -5.382
C -6.240 -4.119 -4.335
H -1.346 -3.518 -5.942
H -0.708 -2.040 -6.737
H -2.067 -2.952 -7.492
H -3.488 -1.141 -7.903
H -2.509 0.211 -7.196
H -4.254 0.033 -6.749
H -6.601 -4.391 -5.340
H -7.086 -4.070 -3.634
H -5.508 -4.857 -3.977
H -3.863 -3.824 -5.620
H -4.730 -2.645 -6.689
H -7.667 -1.550 -4.737
H -7.011 -2.303 -6.247
H -6.441 -0.656 -5.723
O 1.136 -4.301 -0.897
C 1.668 -4.340 0.200
C 2.390 -5.506 0.911
C 2.693 -4.970 2.335
C 2.159 -3.530 2.309
O 2.116 -2.698 3.207
N 1.683 -3.248 1.050
H 1.714 -6.383 0.938
H 3.307 -5.770 0.353
H 2.148 -5.538 3.118
H 3.772 -4.946 2.581
```

* net charge: +1
* gap between HOMO and LUMO (spin up / spin down): 3.89 / 3.89 eV
* relative energy (zero: lowest compared OMol25 entry of this formula, charge and spin): 92.65 kJ/mol
* HOMO (spin up / spin down): -10.45 / -10.45 eV
* LUMO (spin up / spin down): -6.56 / -6.56 eV

---

(3)
Molecular formula: C27H45NO2P2W
Method: DFT, ωB97M-V with the def2-TZVPD basis set

Geometry as XYZ:
```
78
Properties=species:S:1:pos:R:3
W -0.021 -1.771 -0.043
C -1.438 -2.134 1.515
C -0.944 -3.380 1.005
C 0.888 -2.186 1.880
C -0.306 -1.403 2.094
C 0.469 -3.423 1.258
C -2.839 -1.639 1.328
H -3.162 -1.801 0.289
H -2.913 -0.558 1.500
H -3.627 -2.119 1.977
C -0.409 -0.092 2.792
H -1.234 0.531 2.396
H 0.513 0.515 2.725
H -0.628 -0.269 3.862
C 2.292 -1.857 2.289
H 2.535 -2.380 3.229
H 2.432 -0.780 2.457
H 3.027 -2.200 1.547
C 1.301 -4.648 0.999
H 1.365 -5.264 1.916
H 2.362 -4.448 0.715
H 0.822 -5.315 0.243
C -1.733 -4.360 0.214
H -2.214 -5.095 0.881
H -1.110 -4.902 -0.503
H -2.524 -3.856 -0.355
C -1.518 3.917 -0.162
C -2.676 3.587 0.420
C -3.267 2.219 0.445
C -3.669 1.731 -1.002
C -2.681 0.709 -1.449
C -1.337 0.760 -1.083
C -0.380 1.557 -0.221
C -0.331 3.080 -0.499
H -4.194 2.225 1.037
H -3.817 2.625 -1.666
H -2.627 1.445 0.922
H -0.022 3.277 -1.549
H -1.340 4.965 -0.367
H -3.301 4.338 0.906
H 0.543 3.428 0.088
H -0.432 1.421 0.882
H 1.512 -2.591 -0.324
H 0.655 1.187 -0.407
H -4.634 1.178 -1.010
H -3.076 -0.290 -1.801
P -0.758 0.553 -2.792
C -1.111 2.258 -3.414
C -1.577 -0.401 -4.073
P 1.367 -1.587 -1.779
C 0.900 0.024 -2.667
C 0.695 -3.184 -2.373
C 3.173 -1.413 -1.599
H -0.228 2.870 -3.624
H -1.767 2.883 -2.786
H -1.663 2.255 -4.368
H -1.300 -0.002 -5.058
H -2.673 -0.359 -4.067
H -1.276 -1.455 -4.061
H 3.553 -1.135 -2.590
H 3.615 -2.363 -1.252
H 3.360 -0.605 -0.863
H 1.428 0.800 -2.086
H 1.398 -0.062 -3.646
H 1.260 -4.044 -1.967
H 0.771 -3.202 -3.474
H -0.364 -3.307 -2.055
O 2.597 3.954 0.219
C 2.783 3.425 1.316
C 3.648 4.067 2.428
C 3.451 3.156 3.602
C 2.591 2.032 3.044
O 2.277 1.067 3.758
N 2.233 2.236 1.738
H 4.687 4.103 2.103
H 3.304 5.082 2.622
H 4.386 2.760 3.986
H 2.925 3.659 4.410
```

* net charge: +2
* gap between HOMO and LUMO (spin up / spin down): 4.44 / 4.19 eV
* relative energy (zero: lowest compared OMol25 entry of this formula, charge and spin): 217.73 kJ/mol
* HOMO (spin up / spin down): -12.23 / -12.23 eV
* LUMO (spin up / spin down): -7.79 / -8.04 eV
* spin multiplicity: 3

---

Calculated total energy: -3227.88564, -2133.53747, -2009.99050 (hartree)